276
Properties=species:S:1:pos:R:3 method="wB97M-V/def2-TZVPD" gap_ev=9.6 total_energy_ha=-5215.4166
C -2.438 -4.490 3.436
O -3.816 -4.578 3.066
C -4.397 -5.844 3.256
C -5.385 -5.936 4.418
O -4.605 -5.862 5.597
C -5.369 -6.057 6.787
H -2.386 -4.368 4.533
H -2.005 -3.670 2.823
H -1.891 -5.434 3.117
H -3.641 -6.623 3.416
H -4.909 -6.076 2.286
H -5.784 -6.950 4.482
H -6.036 -5.091 4.383
H -6.102 -5.230 6.884
H -4.661 -6.168 7.654
H -5.935 -6.974 6.743
C -5.006 -1.342 -1.031
O -5.000 -1.830 -2.423
C -6.206 -1.465 -3.049
C -5.952 -1.792 -4.530
O -4.875 -1.211 -5.119
C -3.712 -1.990 -5.289
H -4.369 -2.096 -0.516
H -6.113 -1.447 -0.671
H -4.674 -0.292 -0.999
H -6.361 -0.387 -2.797
H -7.076 -2.010 -2.710
H -6.800 -1.517 -5.123
H -5.919 -2.902 -4.578
H -2.924 -1.312 -5.265
H -3.845 -2.544 -6.219
H -3.462 -2.625 -4.374
C 5.777 -1.898 3.356
O 5.608 -1.566 4.727
C 5.423 -0.236 5.076
C 5.695 0.058 6.532
O 4.574 -0.369 7.236
C 4.645 -0.345 8.671
H 6.683 -1.466 2.852
H 4.961 -1.506 2.741
H 5.813 -2.981 3.348
H 4.388 0.139 4.817
H 6.114 0.371 4.407
H 5.815 1.109 6.667
H 6.619 -0.586 6.865
H 3.676 -0.478 9.235
H 4.994 0.660 9.003
H 5.332 -1.052 9.103
C -1.313 1.279 7.395
O -0.122 0.811 6.674
C 1.103 1.450 6.854
C 1.201 2.798 6.205
O 1.371 2.729 4.790
C 1.529 4.037 4.268
H -2.130 0.580 7.128
H -1.568 2.280 6.961
H -1.134 1.340 8.448
H 1.896 0.735 6.639
H 1.225 1.661 7.982
H 2.126 3.175 6.689
H 0.282 3.397 6.444
H 0.597 4.637 4.475
H 1.690 3.955 3.193
H 2.367 4.577 4.720
C 4.777 -5.428 4.632
O 3.427 -5.733 4.181
C 2.832 -4.789 3.368
C 3.100 -4.875 1.873
O 4.521 -4.828 1.575
C 4.682 -4.073 0.416
H 4.921 -4.405 4.996
H 5.381 -5.586 3.748
H 4.905 -6.163 5.437
H 3.127 -3.792 3.778
H 1.775 -4.796 3.557
H 2.617 -4.047 1.312
H 2.724 -5.814 1.364
H 4.117 -4.501 -0.484
H 5.737 -4.144 0.104
H 4.369 -2.965 0.590
C -0.756 6.766 2.344
O 0.383 7.603 1.935
C 1.640 7.094 2.201
C 2.249 6.242 1.075
O 1.680 4.919 1.046
C 2.227 4.138 -0.060
H -0.912 6.849 3.491
H -0.643 5.767 2.020
H -1.592 7.202 1.859
H 1.584 6.453 3.105
H 2.291 7.897 2.573
H 3.311 6.134 1.259
H 2.289 6.734 0.088
H 1.635 3.245 -0.033
H 3.251 3.858 0.190
H 2.198 4.604 -1.056
C -1.005 1.972 -7.443
O -0.323 2.091 -6.228
C -0.028 0.812 -5.773
C 1.072 0.906 -4.688
O 2.389 0.698 -5.205
C 2.858 1.795 -6.075
H -1.270 2.978 -7.769
H -1.751 1.184 -7.464
H -0.188 1.705 -8.181
H 0.422 0.045 -6.528
H -0.937 0.401 -5.397
H 0.868 0.134 -3.966
H 1.076 1.852 -4.167
H 3.905 1.613 -6.204
H 2.889 2.853 -5.634
H 2.345 1.819 -7.081
C -1.498 -0.425 -0.753
O -0.379 -0.003 -1.450
C 0.739 0.482 -0.654
C 1.895 -0.528 -0.552
O 1.550 -1.703 0.240
C 1.707 -1.530 1.631
H -2.055 -1.044 -1.444
H -2.026 0.421 -0.297
H -1.144 -1.013 0.099
H 0.364 0.844 0.313
H 1.235 1.378 -1.196
H 2.724 0.010 -0.101
H 2.111 -0.958 -1.496
H 1.532 -0.480 1.838
H 2.741 -1.629 1.850
H 1.062 -2.132 2.262
C 5.498 0.727 -2.565
O 5.101 1.163 -1.228
C 5.917 0.567 -0.231
C 5.565 1.211 1.047
O 4.297 0.725 1.469
C 3.625 1.483 2.442
H 6.517 0.961 -2.741
H 4.739 1.265 -3.170
H 5.307 -0.368 -2.647
H 6.971 0.955 -0.402
H 5.870 -0.508 -0.215
H 5.451 2.279 0.880
H 6.339 0.982 1.789
H 4.376 1.761 3.225
H 2.853 0.886 2.949
H 3.158 2.406 2.094
C 3.316 7.094 -6.792
O 3.449 6.615 -5.430
C 2.168 6.510 -4.778
C 2.334 5.793 -3.484
O 2.546 4.399 -3.632
C 3.942 4.080 -3.498
H 2.590 6.494 -7.415
H 4.310 6.875 -7.238
H 3.169 8.126 -6.758
H 1.546 6.092 -5.594
H 1.739 7.469 -4.524
H 1.394 5.949 -2.909
H 3.183 6.234 -2.869
H 3.999 3.041 -3.872
H 4.318 4.175 -2.523
H 4.580 4.743 -4.063
C -1.964 6.134 -5.175
O -1.374 5.594 -3.927
C -1.254 4.218 -4.031
C -0.698 3.763 -2.699
O -1.564 3.996 -1.643
C -1.346 5.335 -1.114
H -1.960 7.249 -5.084
H -2.974 5.720 -5.186
H -1.332 5.865 -6.013
H -0.565 3.965 -4.844
H -2.249 3.770 -4.143
H 0.292 4.260 -2.526
H -0.582 2.666 -2.682
H -0.333 5.607 -1.317
H -1.519 5.287 -0.057
H -1.927 6.109 -1.544
C -3.026 5.427 4.036
O -2.079 4.310 3.929
C -2.568 3.446 2.926
C -1.560 2.310 2.743
O -1.631 1.435 3.860
C -0.722 0.341 3.735
H -2.665 5.979 4.872
H -4.108 5.196 4.048
H -2.887 5.923 3.095
H -2.682 4.010 2.013
H -3.570 3.094 3.243
H -0.548 2.754 2.719
H -1.757 1.804 1.817
H 0.346 0.577 3.715
H -0.923 -0.208 2.770
H -0.871 -0.414 4.556
C -0.588 -7.597 -6.237
O -1.663 -6.760 -6.691
C -1.979 -5.735 -5.820
C -1.117 -4.533 -6.056
O -1.408 -3.944 -7.336
C -0.502 -2.857 -7.498
H 0.332 -7.119 -5.893
H -0.286 -8.228 -7.109
H -0.964 -8.164 -5.406
H -1.781 -6.121 -4.795
H -3.047 -5.442 -5.989
H -0.054 -4.653 -5.998
H -1.439 -3.803 -5.258
H 0.584 -3.148 -7.409
H -0.658 -2.211 -6.584
H -0.762 -2.332 -8.439
C -4.501 0.492 1.563
O -5.683 -0.294 1.465
C -5.568 -1.627 1.982
C -5.368 -1.677 3.529
O -3.995 -1.430 3.963
C -3.953 -1.334 5.366
H -4.318 0.982 2.551
H -4.573 1.189 0.708
H -3.660 -0.116 1.372
H -4.769 -2.257 1.524
H -6.552 -2.077 1.809
H -5.600 -2.720 3.786
H -6.113 -0.960 3.949
H -4.586 -0.470 5.795
H -2.935 -1.277 5.758
H -4.493 -2.124 5.841
C -6.089 2.836 -0.960
O -5.522 1.963 -1.871
C -4.112 2.179 -2.147
C -3.860 1.557 -3.476
O -4.486 2.486 -4.436
C -4.281 1.964 -5.729
H -5.635 2.751 0.003
H -7.107 2.542 -0.807
H -6.030 3.891 -1.259
H -3.563 1.707 -1.285
H -3.769 3.201 -2.137
H -4.178 0.529 -3.644
H -2.804 1.635 -3.726
H -4.946 1.098 -5.928
H -3.299 1.588 -5.887
H -4.435 2.706 -6.449
C 2.860 -2.516 -4.156
C 2.792 -2.651 -5.647
C 4.042 -2.411 -6.359
O 2.334 -4.045 -5.852
H 1.865 -2.650 -3.683
H 3.236 -1.566 -3.825
H 3.542 -3.287 -3.843
H 1.882 -2.159 -6.036
H 4.887 -2.826 -5.841
H 4.336 -1.381 -6.474
H 4.007 -2.897 -7.344
H 2.543 -4.246 -6.768
C -0.402 -3.387 -2.345
C -0.454 -4.062 -0.975
C -1.507 -5.257 -1.007
O 0.836 -4.670 -0.720
H -1.371 -2.951 -2.535
H -0.165 -4.183 -3.128
H 0.372 -2.612 -2.426
H -0.760 -3.388 -0.169
H -2.541 -5.008 -1.112
H -1.290 -5.691 0.000
H -1.237 -5.922 -1.845
H 1.368 -3.856 -0.654
C 1.385 -2.066 6.047
C 0.124 -2.951 6.213
C 0.575 -4.211 6.998
O -0.922 -2.343 6.965
H 1.198 -1.161 5.520
H 2.090 -2.678 5.442
H 1.839 -1.985 7.091
H -0.336 -3.303 5.277
H 1.392 -4.717 6.462
H -0.281 -4.853 7.065
H 0.830 -4.019 8.035
H -0.836 -1.382 6.864